[1]
# C7H9O4PTi

A structure of composition C7H9O4PTi in a non-equilibrium geometry (the ωB97M-V functional and the def2-TZVPD basis, the Open Molecules 2025 dataset).

The geometry in XYZ format:
```
22
C7H9O4PTi | the Open Molecules 2025 dataset | the ωB97M-V functional and the def2-TZVPD basis
Ti -0.06 0.47 -0.11
O 0.03 3.54 -1.88
C 0.02 2.48 -1.40
C 1.68 -0.75 0.48
O 2.59 -1.44 0.67
C -1.72 -0.69 0.56
O -2.65 -1.41 0.68
C -0.02 -0.78 -1.80
O 0.00 -1.55 -2.70
C -1.19 1.37 3.81
P -0.17 1.06 2.30
C -0.04 2.81 1.73
C 1.34 0.48 3.16
H -2.14 1.86 3.55
H -0.57 2.07 4.43
H -1.34 0.43 4.37
H 0.03 3.45 2.62
H 0.74 3.04 0.98
H -1.02 3.09 1.26
H 1.42 0.99 4.13
H 1.15 -0.59 3.36
H 2.24 0.48 2.51
```

The electronic energy is -47979.9984 eV. Its total charge is +2. The expectation value of S² is 2.01. Its energy above the lowest of the compared OMol25 structures with the same formula, charge and spin is 0.0 kcal per mole. The spin multiplicity is 3. For the HOMO-LUMO gap (spin up / spin down), the calculation gives 7.66 / 8.27 eV.



[2]
# C10H16O

A cluster of 2 separate species, C10H16O in total in a non-equilibrium geometry (the ωB97M-V functional and the def2-TZVPD basis, the Open Molecules 2025 dataset).

The geometry in XYZ format:
```
27
C10H16O | the Open Molecules 2025 dataset | the ωB97M-V functional and the def2-TZVPD basis
C 1.15 3.53 -0.51
C 0.09 3.02 -1.51
O 1.04 4.87 -0.19
H 1.22 2.94 0.34
H 2.10 3.40 -1.06
H 0.52 1.92 -1.70
H 1.19 5.04 0.75
H -0.01 3.73 -2.33
H -0.91 3.09 -0.97
C -0.98 -0.30 -0.87
C -2.15 0.39 -0.22
C -0.40 -1.28 0.07
C -0.82 -2.61 -0.23
C 0.60 -1.02 0.97
C -0.29 -3.73 0.37
C 1.14 -2.17 1.60
C 0.80 -3.49 1.20
H -1.43 -0.83 -1.77
H -0.26 0.27 -1.34
H -2.55 1.42 -0.48
H -1.45 -2.86 -1.12
H 0.92 0.00 1.30
H -0.62 -4.79 0.18
H 1.95 -2.13 2.28
H 1.14 -4.40 1.71
H -2.00 0.38 0.89
H -3.05 -0.26 -0.35
```

The electronic energy is -12674.9766 eV. Its total charge is 0. Its SMILES is CCc1ccccc1.CCO. Its energy above the lowest of the compared OMol25 structures with the same formula, charge and spin is 63.4 kcal per mole. For the HOMO-LUMO gap, the calculation gives 9.78 eV.